{
  "formula": "C36H63N9O13",
  "method": "ωB97M-V/def2-TZVPD",
  "elements": ["C", "C", "C", "C", "C", "C", "N", "O", "C", "C", "C", "H", "H", "H", "H", "H", "H", "H", "H", "H", "H", "H", "H", "H", "H", "H", "H", "H", "H", "N", "O", "O", "O", "C", "C", "C", "C", "C", "C", "N", "O", "O", "H", "H", "H", "H", "H", "C", "C", "C", "C", "C", "C", "N", "O", "O", "H", "H", "H", "H", "H", "C", "O", "N", "C", "C", "H", "H", "H", "H", "H", "H", "H", "C", "O", "N", "C", "C", "H", "H", "H", "H", "H", "H", "H", "C", "O", "N", "C", "C", "H", "H", "H", "H", "H", "H", "H", "C", "O", "N", "C", "C", "H", "H", "H", "H", "H", "H", "H", "C", "O", "N", "C", "C", "H", "H", "H", "H", "H", "H", "H"],
  "positions_angstrom": [[6.02217, 1.23014, -0.64187], [4.70417, 0.79314, 0.02513], [5.02917, 0.28414, 1.44813], [3.85017, -0.03486, 2.27813], [2.55717, 0.62114, 1.96613], [2.67917, 1.96014, 1.04513], [3.68217, 1.81514, 0.00713], [3.70717, 2.65514, -0.99387], [3.11717, 3.21214, 1.73813], [1.32717, 2.34914, 0.37313], [4.18517, -0.43486, -0.75187], [6.15117, 2.29114, -0.26187], [5.93317, 1.40114, -1.65587], [6.90217, 0.50714, -0.38587], [5.59317, 1.09414, 1.91313], [5.73917, -0.60886, 1.51813], [3.94017, -0.03486, 3.40313], [3.43917, -1.10486, 2.12513], [2.03117, 0.63414, 2.88113], [2.02217, 0.05214, 1.44513], [2.40217, 3.74514, 2.44213], [3.50217, 4.11914, 1.25513], [3.81917, 3.21714, 2.20513], [1.31217, 3.13114, -0.16187], [0.54217, 2.30014, 1.28313], [1.05417, 1.26714, -0.12687], [3.25017, -0.76186, -0.40387], [4.52017, -1.32386, -0.69287], [3.77717, -0.16086, -1.78487], [-0.77083, -0.75886, 0.14513], [0.22617, -1.25986, -0.33787], [-1.46083, 0.12214, -0.47487], [-1.11583, -0.90786, 1.38213], [1.77217, -0.50786, -3.86187], [0.87617, 0.53414, -3.31687], [1.29517, 2.02814, -3.23487], [2.52317, 2.44214, -4.01487], [3.50817, 1.25714, -4.52887], [3.06717, -0.17986, -4.33587], [2.91217, 3.78014, -4.16687], [4.08917, 3.96914, -4.51287], [1.99517, 4.55614, -4.06087], [1.50117, -1.69286, -3.91587], [-0.24883, 0.26414, -2.97287], [0.78417, 2.75514, -2.50987], [4.48717, 1.61814, -4.83387], [3.65917, -0.75686, -4.77287], [0.87817, -5.23886, 1.59113], [1.86317, -6.37786, 1.61113], [3.14617, -6.26586, 0.85613], [3.44217, -5.00886, -0.09387], [2.42517, -3.78186, -0.06387], [1.17217, -4.02086, 0.89813], [4.56117, -4.99786, -1.07087], [4.94717, -3.92386, -1.52987], [5.26917, -6.01486, -1.16487], [-0.08583, -5.27986, 2.13713], [1.55917, -7.20286, 2.27413], [3.77017, -7.04386, 0.86013], [2.78917, -2.88086, -0.71987], [0.23417, -3.16386, 0.80213], [-4.64483, 2.03514, -0.31787], [-5.55983, 1.88214, -1.20787], [-4.26583, 3.22814, 0.14913], [-3.20883, 3.22314, 1.12213], [-4.82683, 4.48414, -0.42887], [-4.15783, 1.16414, 0.11713], [-2.38783, 2.96914, 0.48113], [-3.36583, 2.40514, 1.83513], [-3.33183, 4.23214, 1.48713], [-5.71883, 4.36814, -1.14487], [-4.20083, 4.94914, -1.12187], [-5.16183, 5.16414, 0.31013], [-4.55383, -1.85186, 0.95813], [-5.16983, -2.51186, 0.11013], [-5.17283, -1.03886, 1.85913], [-4.36883, -0.26486, 2.88613], [-6.62783, -0.81386, 1.82013], [-3.47383, -2.08486, 1.17313], [-4.45383, -0.53786, 3.89613], [-4.57883, 0.66814, 2.56213], [-3.32583, -0.26186, 2.53313], [-7.21183, -0.74786, 2.80413], [-7.18583, -1.72086, 1.13413], [-6.74283, 0.08914, 1.27513], [-0.52783, -3.72586, -2.26687], [0.36417, -4.30586, -2.91187], [-1.26683, -4.46186, -1.47987], [-2.13983, -3.78786, -0.68787], [-1.22783, -5.83686, -1.27687], [-0.65883, -2.72886, -2.28487], [-1.94883, -4.05886, 0.50013], [-3.12483, -4.24586, -0.58287], [-2.40183, -2.63586, -0.77687], [-0.09783, -6.15786, -1.08087], [-1.29083, -6.62986, -2.05887], [-1.91783, -6.12786, -0.35587], [-1.40483, 1.82014, 4.05413], [-1.23083, 2.93214, 3.72113], [-1.17183, 1.36714, 5.35513], [-1.37683, 0.01514, 5.88613], [-1.02183, 2.35214, 6.42613], [-1.56983, 0.98314, 3.33013], [-1.03183, -0.15386, 6.80913], [-0.94083, -0.78086, 5.06813], [-2.50183, -0.14486, 6.09013], [-1.86483, 2.92514, 6.17613], [0.07117, 2.87914, 6.31713], [-1.24583, 2.10014, 7.50513], [-2.32183, 1.14914, -4.97287], [-2.01083, 1.24314, -6.19487], [-2.32683, 2.25614, -4.25387], [-2.52583, 2.29514, -2.80087], [-1.87783, 3.45814, -4.73287], [-2.42283, 0.25414, -4.49987], [-2.91983, 3.12214, -2.42687], [-1.50283, 2.20114, -2.49087], [-3.16683, 1.48414, -2.41687], [-2.56383, 3.77314, -5.70387], [-0.88083, 3.45314, -4.92187], [-2.11683, 4.41614, -3.90487]],
  "forces_ev_per_angstrom": [[0.7676, 1.1677, 2.8723], [2.2717, -3.2861, -0.4134], [1.3985, 0.2493, 0.9317], [-1.9161, -3.4115, 1.8793], [3.9539, 6.3815, 1.1679], [-1.8857, 0.7436, 1.0676], [0.7035, 3.3876, -5.3055], [-0.2551, -4.3571, 5.0937], [-12.7085, 3.8634, -6.2037], [-2.0112, -11.0138, 5.7165], [-5.2593, 6.6367, -2.7388], [0.7683, -1.1874, -0.0551], [-0.2617, -0.2704, -2.2803], [-1.8219, 1.4858, -0.3819], [0.0916, 0.1346, 0.2064], [-0.8796, 1.2597, -0.9886], [0.9304, 0.3719, -1.2522], [1.6309, 0.9178, 0.1275], [-0.9170, 1.5101, 0.9291], [-4.3767, -4.7333, -4.7663], [-0.0873, -1.4730, -0.9518], [-1.0185, -0.2729, -2.0030], [14.7050, -2.0184, 10.5219], [-0.0838, 5.7115, -3.9950], [1.7356, 0.7224, -2.0819], [0.1635, 3.0328, 0.2336], [-2.1427, 0.3032, 1.3385], [4.6425, -5.7875, 0.2651], [1.4722, -0.2388, 0.9125], [-2.5394, 3.5940, 2.3729], [0.6755, -0.7924, -0.4242], [0.9129, -1.4243, -0.3940], [1.0653, -0.9708, -1.4581], [-1.1512, 0.0394, 0.5158], [0.3134, 1.1582, -0.0598], [1.9080, -2.3003, -1.6469], [-0.2290, -7.8496, 1.5325], [-4.8034, 0.5754, 3.0128], [-4.5382, 9.8452, 2.3939], [1.0431, -0.8074, -1.0183], [-1.3468, 0.8841, 0.6429], [0.3530, 1.6864, 0.1963], [0.2404, 3.2339, 0.3494], [3.1302, 0.6085, -0.4540], [0.4647, -1.1436, -1.7538], [-0.2812, -0.4573, -0.3691], [4.8789, -5.6455, -3.1603], [2.9665, 0.1107, -1.2845], [0.9358, 3.4981, -1.6649], [-5.2070, 5.7279, -1.1774], [-5.2242, 0.6135, 2.6639], [1.3867, -4.5866, 1.8727], [-0.2188, 1.6467, -2.7360], [2.4958, -0.4285, 1.7298], [-1.2949, -0.3071, -0.0404], [-1.8098, 0.8099, -0.0322], [0.8448, -0.1714, -0.4222], [0.7866, 0.1294, -0.6621], [2.5646, -2.7666, -0.1266], [-1.5602, -1.8421, 1.4832], [3.2594, -2.4411, 0.5069], [-4.0502, -0.0528, -3.3522], [2.9017, 0.2608, 2.6060], [-2.2988, -0.1426, -1.3823], [-0.8003, 0.1479, -0.8093], [-1.9021, -1.8839, -0.9391], [0.2997, -0.1150, 0.1860], [1.6217, 0.4693, 0.7082], [0.0930, 0.6281, 0.1507], [1.2902, 0.0254, 0.9620], [1.0111, -0.9071, 1.5531], [1.9134, 0.8784, -0.6378], [0.0115, 0.6050, 1.0116], [-1.1030, -2.0198, 0.1372], [0.9488, 1.0707, 0.6253], [0.5790, -0.4333, 1.7160], [0.9492, -2.5119, -3.6461], [-1.5860, -2.8756, -1.1779], [-0.5862, 0.8892, -0.1770], [-0.5366, -0.2615, 1.1895], [-1.2609, 3.7153, 0.4879], [0.0157, -0.9077, 0.3803], [1.4851, -0.2204, -1.0895], [1.8848, 2.5887, 2.0085], [-0.7058, 0.9548, -0.4953], [3.8377, -5.3423, -1.9863], [-0.2086, 1.1883, -0.2860], [-1.3599, 1.0700, -0.7098], [-4.1439, 2.0566, 6.2864], [2.7376, -4.2609, 2.1351], [-0.7609, 3.6328, 0.1118], [0.4969, 1.3156, -2.2215], [-0.3884, 0.0113, -1.2023], [1.3128, -2.4645, -0.3086], [-1.9371, 0.9266, 0.5514], [-1.2035, 1.4083, -0.3667], [1.6625, 0.5926, -2.0758], [0.8677, -4.4738, 1.8501], [0.0445, 3.4458, -0.9608], [0.3442, -1.0929, 1.3930], [-2.8088, -1.3845, -6.2339], [2.2703, 1.0937, -0.3055], [-0.2265, 0.1868, 0.3882], [2.3568, -0.1754, 3.1620], [-1.3378, 1.6902, 2.2562], [1.3285, -0.1374, -0.8614], [-0.4617, 2.4350, 0.0787], [-2.9618, -0.8702, 0.4928], [0.6901, -0.7851, -1.4160], [1.9935, 3.0997, -5.0059], [-0.7661, -0.8955, 2.1019], [-2.2309, -0.6377, 3.2717], [1.6658, -5.0582, -1.4860], [-4.9069, 5.7776, -1.2052], [-0.8748, -2.6820, 1.5760], [-1.7836, 3.9678, 0.9059], [0.3665, -0.1612, 1.4325], [0.6047, -0.0530, -0.4043], [2.1840, -0.6631, 2.1442], [3.0214, 0.2465, -0.9972], [0.7695, -2.9656, -2.3546]],
  "molar_mass_g_mol": 829.950,
  "max_force_ev_per_a": 18.2,
  "spin_multiplicity": 1,
  "relative_energy_ev": 1.5053,
  "gap_ev": 4.20,
  "e_tot_ha": -2879.252697
}



{
  "formula": "C3H5IO",
  "method": "ωB97M-V/def2-TZVPD",
  "elements": ["C", "C", "C", "O", "I", "H", "H", "H", "H", "H"],
  "positions_angstrom": [[0.05392, -1.52033, 0.36518], [0.51756, 1.00743, -0.53907], [-0.35680, 0.24909, 0.42456], [0.65537, -2.07404, -0.51870], [-2.44828, 0.28528, -0.09994], [-0.27839, -2.04498, 1.27739], [0.59571, 2.03840, -0.03920], [1.46675, 0.40596, -0.68047], [0.11052, 0.97738, -1.64723], [-0.31636, 0.67581, 1.45749]],
  "forces_ev_per_angstrom": [[0.0785, 2.1919, -0.1607], [-0.0761, 0.0319, -1.4114], [0.4496, -3.1509, -0.0907], [-0.9031, 1.3445, 1.0180], [0.1814, -0.0283, 0.1491], [-0.1967, -0.0040, -0.1070], [0.4661, -1.2740, -1.6013], [-0.5806, 1.1638, 0.6204], [0.5118, 0.6053, 2.3756], [0.0692, -0.8802, -0.7920]],
  "molar_mass_g_mol": 183.976,
  "max_force_ev_per_a": 3.2,
  "spin_multiplicity": 1,
  "relative_energy_ev": 0.8085,
  "gap_ev": 9.57,
  "smiles": "C[C@@H](I)C=O",
  "e_tot_ha": -490.183227
}



{
  "formula": "C4H11N3O",
  "method": "ωB97M-V/def2-TZVPD",
  "elements": ["C", "C", "C", "N", "C", "N", "O", "N", "H", "H", "H", "H", "H", "H", "H", "H", "H", "H", "H"],
  "positions_angstrom": [[0.02073, -0.78132, -0.32449], [-2.62239, -0.36347, -0.85592], [2.02835, 1.38031, 1.21702], [-0.11627, 0.51308, 0.12641], [1.46351, 0.90829, -0.08250], [-0.07742, -1.76894, 0.65865], [-2.45722, 0.32112, 0.23209], [1.97296, 1.18617, -1.19279], [-0.42050, 0.59576, 1.08643], [0.61578, -1.05641, -1.19430], [-0.97224, -1.68815, 1.13788], [0.09574, -2.70903, 0.33594], [1.54454, 0.73503, -1.99746], [-1.34469, -0.91256, -1.17500], [-3.39316, -1.15352, -0.80588], [-2.78786, 0.22788, -1.77272], [3.03703, 1.75640, 1.06367], [1.43031, 2.22368, 1.58158], [1.98278, 0.58566, 1.96139]],
  "forces_ev_per_angstrom": [[-2.3401, -1.2997, 0.1105], [-0.1204, 1.7783, 1.5029], [-0.0828, 0.1598, -0.0237], [4.2837, -0.4420, -2.0552], [-2.6490, 2.4299, 0.5963], [-0.1956, 0.1492, -0.4074], [-0.5746, -0.8853, -0.9172], [0.5771, -1.5542, 0.3896], [0.1137, -0.1898, 0.0502], [0.1948, 0.5521, 0.4256], [0.1067, -0.0159, 0.1860], [-0.1787, -0.0312, -0.0995], [-0.5230, 0.5677, -0.0698], [-0.0349, 0.0304, 0.5520], [0.8352, -0.7675, -0.0468], [0.4364, -0.0598, -0.2488], [0.0747, -0.2533, 0.0569], [-0.0839, -0.1993, -0.0403], [0.1606, 0.0306, 0.0387]],
  "molar_mass_g_mol": 117.152,
  "max_force_ev_per_a": 4.8,
  "spin_multiplicity": 1,
  "relative_energy_ev": 5.5815,
  "gap_ev": [8.70, 8.70],
  "e_tot_ha": -398.349050
}